No. 1
Entry from OMol25: a molecular structure, C18H28KN3OPTe (ωB97M-V with the def2-TZVPD basis set).

Last column: natural (NBO) charge in e.
CARTESIAN COORDINATES (ANGSTROEM)
K  -1.4230  -1.8656  -0.8125  0.975
Te  -0.4631  -0.8048  2.3355  0.452
C  -1.2846  -1.0835  4.2461  -0.251
C  -1.8648  -2.2910  4.6096  -0.239
C  -2.4343  -2.4193  5.8712  -0.200
C  -2.4160  -1.3521  6.7547  -0.186
C  -1.8246  -0.1506  6.3883  -0.195
C  -1.2515  -0.0107  5.1325  -0.230
C  -2.2017  0.1433  1.5575  -0.304
C  -3.4355  -0.5016  1.6110  -0.212
C  -4.5676  0.1284  1.1100  -0.219
C  -4.4696  1.3906  0.5392  -0.202
C  -3.2405  2.0297  0.4788  -0.187
C  -2.1054  1.4121  0.9924  -0.260
H  -1.8708  -3.1300  3.9263  0.220
H  -2.8861  -3.3586  6.1620  0.226
H  -2.8590  -1.4585  7.7359  0.227
H  -1.8056  0.6801  7.0812  0.227
H  -0.7866  0.9240  4.8493  0.226
H  -3.5215  -1.4794  2.0715  0.216
H  -5.5288  -0.3653  1.1719  0.228
H  -5.3538  1.8792  0.1524  0.230
H  -3.1643  3.0199  0.0487  0.226
H  -1.1543  1.9284  0.9685  0.224
C  2.6459  -2.1656  -3.9683  -0.403
N  2.8236  -1.0105  -3.0972  -0.820
C  4.1280  -0.3723  -3.2144  -0.409
P  1.5285  -0.2582  -2.4176  2.449
O  0.4105  -1.2502  -2.2797  -1.223
N  0.9827  1.0643  -3.2522  -0.815
C  -0.1178  0.9136  -4.1992  -0.403
C  1.9012  2.1357  -3.6174  -0.413
N  2.1288  0.3919  -1.0291  -0.818
C  3.0547  -0.3497  -0.1820  -0.408
C  1.6193  1.6031  -0.4034  -0.410
H  2.7207  -1.8848  -5.0234  0.188
H  1.6738  -2.6152  -3.7906  0.230
H  3.4212  -2.9049  -3.7567  0.199
H  4.3086  -0.0078  -4.2296  0.195
H  4.9128  -1.0916  -2.9684  0.204
H  4.2092  0.4627  -2.5227  0.212
H  -0.7619  0.0942  -3.8959  0.221
H  0.2484  0.7153  -5.2123  0.188
H  -0.7021  1.8356  -4.2254  0.199
H  2.6759  2.2549  -2.8624  0.211
H  1.3502  3.0756  -3.6872  0.208
H  2.3797  1.9495  -4.5845  0.193
H  3.3629  -1.2759  -0.6600  0.226
H  2.5892  -0.5893  0.7780  0.194
H  3.9455  0.2523  0.0187  0.199
H  0.8663  2.0716  -1.0310  0.225
H  2.4342  2.3138  -0.2379  0.199
H  1.1732  1.3769  0.5702  0.191

Calculated values
Charge: +1
Highest occupied orbital energy, Eh: -0.4064
Total energy, eV: -58542.57206

=====

No. 2
Entry from OMol25: a molecular structure, C29H24BF4N3OPbSi (ωB97M-V with the def2-TZVPD basis set).

Last column: natural (NBO) charge in e.
CARTESIAN COORDINATES (ANGSTROEM)
Pb  -1.7567  0.6120  1.5834  1.531
C  -0.2195  -2.5494  6.2678  -0.136
C  0.4773  -1.3854  6.5883  -0.181
C  0.5036  -0.3234  5.7072  -0.202
C  -0.1759  -0.4402  4.4977  0.127
C  -0.8688  -1.6000  4.1727  -0.205
C  -0.8911  -2.6608  5.0601  -0.202
N  -0.2042  0.5962  3.5216  -0.225
N  0.4400  1.6166  3.7587  -0.113
C  0.4033  2.6358  2.7604  0.283
C  1.2244  3.7160  2.9673  -0.184
C  1.2637  4.7209  2.0065  -0.100
C  0.4791  4.6020  0.8753  -0.216
C  -0.3332  3.4894  0.7479  0.076
N  -0.3778  2.5288  1.6757  -0.583
H  -0.2382  -3.3745  6.9681  0.243
H  1.0015  -1.3115  7.5317  0.245
H  1.0348  0.5885  5.9437  0.248
H  -1.3886  -1.6833  3.2221  0.195
H  -1.4243  -3.5688  4.8129  0.240
H  1.8212  3.7506  3.8687  0.264
H  1.9032  5.5829  2.1447  0.256
H  0.4802  5.3566  0.1008  0.258
H  -0.9751  3.3666  -0.1188  0.223
F  2.0317  -0.0181  1.7079  -0.514
B  2.9965  0.5034  0.9436  1.480
F  2.9689  1.8074  0.7035  -0.499
F  1.7762  0.1115  -0.9940  -0.676
F  3.9802  -0.2566  0.5156  -0.479
O  -0.6815  -0.1488  -0.0986  -1.401
Si  0.2207  0.0501  -1.3668  2.363
C  0.0796  -2.1042  -2.1546  -0.180
C  1.0258  -2.6061  -1.2198  -0.169
C  2.3707  -2.6402  -1.5041  -0.186
C  2.8433  -2.1467  -2.7214  -0.102
C  1.9629  -1.5914  -3.6335  -0.209
C  0.5972  -1.5822  -3.3652  -0.185
C  -0.0446  1.4093  -2.5428  -0.619
C  -1.2291  1.6217  -3.2563  -0.201
C  -1.3228  2.6690  -4.1581  -0.204
C  -0.2427  3.5256  -4.3438  -0.162
C  0.9234  3.3498  -3.6117  -0.195
C  1.0286  2.2946  -2.7144  -0.206
C  -1.3830  -2.4503  -2.0129  0.002
C  -2.3462  -1.8664  -2.8318  -0.236
C  -3.6753  -2.2550  -2.7647  -0.191
C  -4.0666  -3.2419  -1.8709  -0.187
C  -3.1154  -3.8388  -1.0565  -0.179
C  -1.7844  -3.4504  -1.1306  -0.233
H  0.6776  -2.9926  -0.2715  0.237
H  3.0624  -3.0558  -0.7824  0.249
H  3.9010  -2.1950  -2.9496  0.247
H  2.3218  -1.1962  -4.5750  0.251
H  -0.0840  -1.2324  -4.1298  0.248
H  -2.0925  0.9903  -3.0959  0.220
H  -2.2391  2.8202  -4.7144  0.239
H  -0.3147  4.3352  -5.0587  0.240
H  1.7569  4.0283  -3.7430  0.237
H  1.9530  2.1571  -2.1636  0.235
H  -2.0691  -1.1112  -3.5538  0.206
H  -4.4018  -1.8012  -3.4274  0.233
H  -5.1004  -3.5591  -1.8271  0.237
H  -3.4026  -4.6293  -0.3750  0.232
H  -1.0610  -3.9694  -0.5149  0.215

Calculated values
Charge: +2
Highest occupied orbital energy, Eh: -0.5167
Total energy, eV: -61646.27919

=====

No. 3
Entry from OMol25: C18H25NO6 in the gas phase (ωB97M-V with the def2-TZVPD basis set).

Last column: natural (NBO) charge in e.
CARTESIAN COORDINATES (ANGSTROEM)
C  -2.0167  -2.6791  -6.1723  -0.264
O  -2.3759  -2.6516  -4.7977  -0.498
C  -2.4683  -1.4505  -4.2317  0.825
O  -2.3532  -0.4100  -4.8232  -0.604
C  -2.7133  -1.5739  -2.7373  -0.415
C  -1.3137  -1.6009  -2.0808  0.603
O  -0.3730  -2.1168  -2.6430  -0.554
C  -1.2720  -1.0051  -0.7631  -0.299
C  -2.4072  -0.5008  -0.1299  0.324
N  -2.0431  -0.0325  1.0673  -0.483
C  -0.6866  -0.2149  1.2484  -0.052
C  -0.0860  0.2522  2.4853  0.773
O  -0.7164  0.8352  3.3456  -0.634
O  1.2152  -0.0480  2.5766  -0.493
C  1.9077  0.4494  3.7117  -0.103
C  2.2873  1.9273  3.5252  -0.098
O  3.0832  2.1487  2.3854  -0.534
C  4.4826  2.3162  2.5593  0.110
C  5.1760  1.1064  3.1875  -0.644
C  4.8270  3.6012  3.3185  -0.641
C  -0.1691  -0.8213  0.1162  0.075
C  1.2423  -1.1937  -0.1394  -0.654
C  -3.7662  -0.4942  -0.7170  -0.456
C  -3.6348  -0.4513  -2.2442  -0.198
C  -5.0086  -0.5600  -2.9004  -0.606
H  -2.6369  -1.9823  -6.7400  0.196
H  -2.1740  -3.7003  -6.5097  0.195
H  -0.9687  -2.3972  -6.2875  0.196
H  -3.1592  -2.5562  -2.5460  0.244
H  -2.6238  0.4055  1.7670  0.435
H  1.2723  0.3584  4.6001  0.204
H  2.7897  -0.1839  3.8064  0.196
H  2.7662  2.2838  4.4420  0.175
H  1.3637  2.4960  3.3716  0.204
H  4.8289  2.4213  1.5239  0.187
H  4.8933  0.9920  4.2320  0.198
H  4.9154  0.2012  2.6447  0.217
H  6.2531  1.2427  3.1375  0.218
H  4.5978  3.5118  4.3781  0.199
H  5.8881  3.8106  3.2166  0.215
H  4.2631  4.4350  2.9079  0.220
H  1.9013  -0.3693  0.1251  0.235
H  1.3708  -1.4599  -1.1842  0.248
H  1.5206  -2.0470  0.4782  0.227
H  -4.3031  -1.4039  -0.4251  0.221
H  -4.3425  0.3614  -0.3588  0.224
H  -3.1792  0.5008  -2.5351  0.228
H  -5.4666  -1.5220  -2.6772  0.201
H  -5.6644  0.2273  -2.5357  0.212
H  -4.9229  -0.4577  -3.9785  0.225

Calculated values
SMILES: COC(=O)[C@H]1C(=O)c2c([nH]c(C(=O)OCCOC(C)C)c2C)C[C@@H]1C
Highest occupied orbital energy, Eh: -0.3173
Total energy, eV: -32847.85514

=====

No. 4
Entry from OMol25: a molecular structure, C32H24Cl4MoN9O2Te (ωB97M-V with the def2-TZVPD basis set).

Last column: Löwdin spin population.
CARTESIAN COORDINATES (ANGSTROEM)
Mo  -0.0854  0.5293  0.9025  1.539
C  -4.9036  -3.0131  -3.7507  0.001
C  -3.7425  -2.3764  -3.0371  0.004
C  -2.6486  -1.8501  -3.7171  -0.001
C  -1.6004  -1.2618  -3.0479  0.004
C  -1.5412  -1.0999  -1.6361  0.000
N  -0.5161  -0.3549  -1.0817  0.014
C  0.0831  0.5652  -1.9821  0.006
C  -0.6696  1.4928  -2.7112  0.006
C  -0.0640  2.4013  -3.5550  0.001
C  1.3216  2.4504  -3.7064  0.001
C  1.9773  3.4946  -4.5677  0.000
C  2.0817  1.5609  -2.9684  0.000
C  1.4645  0.6348  -2.1371  0.000
N  2.2682  -0.2002  -1.3229  0.001
C  3.4598  -0.7675  -1.5896  0.003
C  3.9271  -1.3074  -0.4114  0.000
C  2.9389  -1.0033  0.5358  0.004
N  1.9416  -0.3424  -0.0336  -0.001
C  -2.5906  -1.7779  -0.9636  0.007
C  -3.6554  -2.3468  -1.6608  -0.001
N  -2.6459  -2.0928  0.4420  -0.001
C  -3.4211  -1.5289  1.3901  0.011
C  -3.4212  -2.3755  2.4757  0.001
C  -2.6273  -3.4612  2.0649  0.001
N  -2.1758  -3.2996  0.8321  0.001
H  -5.0246  -2.5977  -4.7527  0.000
H  -4.7707  -4.0937  -3.8595  0.000
H  -5.8386  -2.8529  -3.2111  0.000
H  -2.6123  -1.8968  -4.8014  0.000
H  -0.7868  -0.8659  -3.6371  0.000
H  -1.7427  1.4863  -2.5814  0.004
H  -0.6797  3.1155  -4.0912  0.000
H  1.2751  3.8963  -5.2993  0.000
H  2.3364  4.3262  -3.9563  0.000
H  2.8349  3.0908  -5.1092  0.000
H  3.1648  1.6141  -2.9929  0.000
H  3.8695  -0.7403  -2.5847  0.000
H  4.8511  -1.8359  -0.2553  0.000
H  2.9023  -1.1952  1.5951  0.000
H  -4.4267  -2.8145  -1.0569  0.000
H  -3.8720  -0.5663  1.2233  0.015
H  -3.9171  -2.2213  3.4196  0.000
H  -2.3627  -4.3557  2.6099  0.000
Cl  4.8409  5.3407  0.3915  -0.001
C  3.8652  4.0205  0.9489  0.000
C  4.2971  3.2388  2.0063  0.005
Cl  5.8112  3.5569  2.7859  0.001
C  3.4974  2.1715  2.4406  0.001
Cl  3.9916  1.1537  3.7586  0.000
C  2.2893  1.8901  1.8259  0.003
O  1.4955  0.9042  2.1908  0.018
C  1.8457  2.6776  0.7287  -0.001
O  0.7096  2.3521  0.1756  0.057
C  2.6444  3.7453  0.3178  0.006
Cl  2.0739  4.7178  -0.9939  0.002
N  -0.8304  0.2989  5.0841  0.002
C  -1.2130  1.6257  5.0325  0.002
C  -1.2164  1.9751  3.7192  0.005
N  -0.8356  0.8961  2.9713  0.013
C  -0.6034  -0.0911  3.8088  -0.001
C  -0.1445  -1.3339  3.2486  0.023
N  -0.0637  -1.4104  1.9353  0.014
C  0.4268  -2.6586  1.6383  0.009
C  0.6431  -3.3369  2.7916  -0.004
N  0.2425  -2.4951  3.8188  0.009
H  -0.7384  -0.2562  5.9142  0.000
H  -1.4559  2.1799  5.9211  0.000
H  -1.4853  2.8974  3.2329  0.001
H  0.5625  -2.9692  0.6181  0.000
H  0.9986  -4.3338  2.9799  0.000
H  0.4257  -2.6429  4.7941  0.000
Te  -2.4292  1.7233  0.4926  0.211

Calculated values
Charge: -1
Multiplicity: 3
Highest occupied orbital energy (spin up / spin down), Eh: -0.1139 / -0.1153
Total energy, eV: -110321.24416